DFT (wB97M-V/def2-TZVPD) results for a single C3H2ClNO molecule in a non-equilibrium geometry.

```
8
C3H2ClNO (wB97M-V/def2-TZVPD)
C 0.96589 -0.31639 0.06875
C 0.07463 0.84925 -0.03639
C -1.09882 0.13486 -0.07078
H 0.23380 1.96082 0.17862
H -2.22292 0.35771 -0.06189
N 0.33327 -1.47680 0.03595
O -1.03632 -1.13151 -0.05984
Cl 2.75047 -0.37795 -0.05442
```

Calculated values
LUMO energy	0.89	eV
SMILES	Clc1ccon1
frontier orbital gap	0.4128	Eh
maximum force	5.2	eV/Å
spin multiplicity	1
energy above the lowest of the compared OMol25 structures with the same formula, charge and spin	160.77	kJ/mol